one:
This record from OMol25 describes one molecule with the formula C21H32N4O3. The level of theory is ωB97M-V/def2-TZVPD.

CARTESIAN COORDINATES (ANGSTROEM)
C (-1.88099, 0.23853, 4.64156)
H (-4.88609, -1.81956, 1.07188)
C (-3.03631, -1.39134, 0.06241)
H (-2.56218, -2.51213, 1.83969)
C (4.04622, -0.45009, -0.49465)
H (-2.34963, -3.40729, 0.34911)
H (-0.30047, -1.74463, 1.75823)
H (4.57177, 1.73340, -3.67976)
H (3.12678, 0.62973, 1.13248)
C (-5.35627, -0.69261, -0.69734)
H (5.10802, 3.11411, -0.72218)
H (3.63016, 4.18448, -0.77405)
C (-2.19695, -2.42791, 0.81298)
C (3.80203, 0.85336, 0.30331)
C (-0.72814, -2.09010, 0.82066)
C (1.49958, -1.78193, -0.26521)
C (1.82298, 2.39774, 0.04701)
H (-7.23505, -1.09879, 0.30555)
C (-6.84097, -1.03270, -0.71073)
H (5.27502, 1.19295, -2.17761)
H (2.77051, 0.07464, -3.54940)
N (0.80406, 1.64286, -0.45034)
H (3.94272, -1.30584, 0.17008)
C (-4.52037, -1.72941, 0.04255)
O (1.62745, 3.25056, 0.89159)
O (1.09187, -0.93267, -2.46776)
H (-4.66629, -2.71203, -0.42054)
H (0.95642, 1.00461, -1.21471)
H (-2.66197, -1.30975, -0.96331)
N (3.16977, -0.60290, -1.64273)
H (-2.89652, -0.41138, 0.53030)
C (-1.07269, 0.52614, 3.43016)
N (-1.58721, 1.13282, 2.30714)
H (1.73999, -1.17187, 0.60751)
H (4.33027, -0.73025, -3.38233)
C (3.19700, 2.03540, -0.46444)
O (0.53918, 0.65744, 2.06100)
H (-0.36422, -2.48645, -1.20208)
H (-2.72209, -0.40417, 4.38221)
C (1.89461, -1.06668, -1.55053)
N (0.18701, 0.22236, 3.34249)
C (3.63939, -0.02860, -2.90354)
H (5.07007, -0.48553, -0.86621)
H (-0.85152, 2.76219, 0.17764)
C (-0.50784, 1.72746, 0.13317)
H (2.12032, -2.68380, -0.19932)
H (-1.20703, 1.15873, -0.47943)
C (0.04491, -2.14705, -0.25568)
C (4.32353, 1.31906, -2.70010)
H (-7.42155, -0.27965, -1.24472)
H (2.60640, 2.66674, -2.49177)
H (-1.26900, -0.25054, 5.39513)
C (3.45278, 2.27811, -1.93404)
H (-5.20546, 0.28611, -0.23146)
H (4.74238, 1.15792, 0.76673)
H (-2.28379, 1.16629, 5.04646)
C (-0.55907, 1.17884, 1.52648)
H (-4.98907, -0.60279, -1.72447)
H (-7.01668, -1.99524, -1.19564)
C (4.04224, 3.19310, -0.89945)

Kohn-Sham gap in eV: 10.0
Charge: 0
LUMO in Eh: 0.028
SMILES string: CCCCC/C=C/CC(=O)N1CC[C@@H]2C[C@]2(C(=O)NCc2nc(C)no2)CC1
Spin multiplicity: 1

two:
This record from OMol25 describes one molecule with the formula C21H32N4O3. The level of theory is ωB97M-V/def2-TZVPD.

CARTESIAN COORDINATES (ANGSTROEM)
C (-7.25068, 1.89068, -2.00356)
H (1.61871, -0.89243, 0.29435)
H (-5.14609, 0.11145, -1.88517)
H (-3.09853, -4.56465, -2.06217)
H (-7.60225, 1.79402, -0.97431)
C (-3.43438, 1.32974, -1.42155)
H (-7.82103, 2.69057, -2.47685)
C (4.84669, 1.13667, 2.75333)
C (-4.93296, 1.06445, -1.38678)
C (0.56216, -2.54659, 1.09101)
H (3.82541, -0.62617, 3.56699)
C (-0.20269, -2.72087, -0.17348)
H (5.24396, -2.34958, 2.55024)
H (3.39175, 1.68492, -0.80381)
N (2.98422, 1.75733, 1.24802)
H (-2.74735, -3.46270, -3.41154)
H (5.06288, -0.34008, -0.36291)
H (-0.60367, -0.00201, -1.65062)
H (0.94523, -3.51965, 1.40512)
C (-1.14054, 0.46665, -0.82706)
C (4.07815, -0.17750, 0.07868)
O (0.42474, -2.54332, -1.33419)
O (2.89157, -2.77087, 2.46897)
H (-3.10501, 1.44119, -2.46041)
C (1.62960, 1.87928, 1.18887)
C (5.25390, -1.36927, 2.09726)
H (5.64934, 1.30929, 2.03246)
C (-5.75341, 2.16791, -2.04316)
H (3.38247, -0.63375, -0.62928)
H (-5.54018, 3.11781, -1.54363)
H (-2.92584, 0.14688, 0.30063)
C (-2.84889, -3.53886, -2.33203)
H (-0.13126, -2.21346, 1.86633)
C (3.82092, 1.34770, 0.13754)
C (-2.62139, 0.22174, -0.74730)
O (0.96672, 2.21578, 2.15552)
H (4.01157, 3.11359, 2.48308)
H (-1.00591, 1.78077, 0.80375)
C (-0.49154, 1.29440, -0.01845)
H (-2.86903, -0.73546, -1.21037)
N (-1.43351, -3.08990, -0.29926)
C (2.83509, -1.88284, 1.63417)
H (5.26820, 1.37587, 3.73216)
H (6.17644, -1.06702, 1.61707)
H (-3.66424, -2.90010, -1.99330)
C (-1.58180, -3.14214, -1.66681)
H (2.93330, 1.98566, 3.29760)
N (-0.51616, -2.81665, -2.33390)
H (1.07913, 2.56590, -0.73303)
H (-3.21253, 2.27998, -0.92667)
N (1.69613, -1.67241, 0.92096)
C (3.66942, 2.07301, 2.50132)
C (0.96214, 1.63582, -0.16319)
H (-5.25599, 0.94232, -0.34683)
C (3.98359, -0.93808, 1.40026)
H (-5.42708, 2.28893, -3.08072)
H (4.76550, 1.88294, 0.23065)
H (-7.48898, 0.95936, -2.52168)
C (4.42414, -0.30631, 2.72160)
H (1.46988, 0.87005, -0.75391)

Kohn-Sham gap in eV: 10.0
Charge: 0
LUMO in Eh: 0.025
SMILES string: CCCCC/C=C/CC(=O)N1CC[C@@H]2C[C@]2(C(=O)NCc2nc(C)no2)CC1
Spin multiplicity: 1

Energetically preferred structure: one | next structure: +0.0040 hartree

one:
This record from OMol25 describes C33H47N4O5S4SiTl as an isolated structure. The level of theory is ωB97M-V/def2-TZVPD.

CARTESIAN COORDINATES (ANGSTROEM)
H (0.43470, -4.08320, -4.60738)
H (1.62280, -3.14437, 1.07874)
H (-3.30406, 1.89732, 1.11312)
C (-2.62307, 0.03452, 0.26478)
H (0.85016, 4.78515, -3.42661)
C (-3.77380, -0.83451, 0.77252)
C (-0.61527, 3.24006, -3.20514)
C (-1.11505, -1.82125, 4.47073)
H (-1.25495, -4.64550, 2.97145)
H (-0.49074, -2.71194, 4.38418)
C (0.99751, -3.84866, 1.63091)
H (-2.34833, -4.71071, 1.57822)
H (3.76367, 2.14731, 3.57556)
N (6.77654, -0.69037, -2.09377)
C (-2.85137, 3.82620, -3.92550)
C (2.98630, 1.67454, 1.62671)
C (-0.45466, -3.75783, 1.16746)
C (0.70937, 2.96908, 2.38036)
H (-1.94120, -1.92552, 3.76833)
S (4.61420, 0.59155, -2.95712)
H (-2.28963, 2.08557, -0.33055)
H (-0.95458, -5.80942, 1.66270)
H (-3.97451, 1.55651, -0.49885)
H (-0.09684, -4.91261, -0.62852)
H (1.45221, 0.43034, 4.94058)
C (0.28694, 2.29404, -2.64008)
C (1.76459, 2.89728, 3.27615)
Si (-0.29947, -0.99862, 1.37855)
H (7.05362, -1.38312, -1.41150)
O (-5.12849, 7.87867, -3.53210)
H (0.50812, -0.42158, 6.18638)
H (3.70735, -5.35222, -2.66514)
H (-4.59326, -0.85899, 0.04865)
C (3.05210, -5.00597, -1.85654)
H (3.61574, -5.07441, -0.92604)
O (0.79829, -0.93571, 0.26673)
N (1.96625, 1.74185, 0.77356)
O (0.30852, -0.61833, 2.88411)
C (2.57969, -3.58349, -2.08358)
C (2.91961, 2.23409, 2.90201)
C (1.05040, 1.48009, -2.16205)
S (0.87864, -1.75985, -3.29540)
C (-0.54335, -3.95642, -0.33923)
H (-4.35503, 5.58930, -1.82845)
H (-2.28921, 1.90587, -3.14699)
C (0.86799, -0.46516, 5.15430)
H (1.52109, -1.33213, 5.03997)
C (-1.08280, 5.44823, -4.08217)
H (-0.61109, 1.56214, 4.11778)
C (-2.11704, -0.47903, -1.07835)
N (4.26861, 0.54670, -0.02444)
O (-1.02691, -2.49559, 1.50682)
C (-1.96153, 2.90400, -3.40674)
H (-0.00994, -3.15938, -0.85772)
H (-0.21681, 3.46671, 2.63232)
H (2.21345, -5.70574, -1.79194)
H (5.10041, 1.04899, 1.78467)
H (1.38268, -4.85784, 1.45841)
H (-1.61311, 0.71475, 5.30982)
C (0.97643, -4.46901, -3.74497)
H (-0.74602, 6.44273, -4.34865)
C (-3.83868, 6.52715, -2.04303)
S (3.46084, -2.43018, -1.08153)
C (1.60164, -3.32649, -2.97115)
C (-0.29504, -0.56618, 4.16856)
C (-2.42313, 5.11085, -4.24969)
H (-2.91635, -0.42200, -1.82459)
C (0.85926, 2.35647, 1.14397)
H (-1.51249, -1.76642, 5.48875)
H (-3.41221, -1.84911, 0.94176)
C (-3.07977, 1.48578, 0.12621)
H (-2.77169, 6.32133, -2.00495)
H (1.06740, -3.62634, 2.69891)
C (-1.30547, -4.79974, 1.89124)
H (-4.15190, -0.43751, 1.71867)
Tl (2.15529, -0.29167, -1.48005)
O (-1.60096, 0.03613, 1.25353)
H (-1.78842, -1.51683, -1.01390)
H (0.05891, 2.35906, 0.41146)
C (-0.19088, 4.52575, -3.56556)
H (-1.59015, -3.95078, -0.65683)
H (1.72325, -5.18399, -4.10192)
C (5.60843, -0.04156, -1.71635)
C (-1.18992, 0.66379, 4.30165)
H (0.25867, -5.02254, -3.12629)
H (-1.99618, 0.62393, 3.56988)
H (-1.26521, 0.10664, -1.42525)
C (4.21425, 1.03995, 1.14797)
S (-3.57483, 6.31053, -4.86329)
H (6.70979, -1.04641, -3.03410)
C (-4.28552, 7.02562, -3.39207)
H (-3.89026, 3.55679, -4.07329)
H (-4.12275, 7.26905, -1.30008)
H (1.68418, 3.34487, 4.26056)
N (5.45404, 0.02902, -0.41022)

Kohn-Sham gap in eV: 4.8
Charge: -2
LUMO in Eh: 0.136
Spin multiplicity: 1

two:
This record from OMol25 describes C33H47N4O5S4SiTl as an isolated structure. The level of theory is ωB97M-V/def2-TZVPD.

CARTESIAN COORDINATES (ANGSTROEM)
H (-0.66210, 2.16469, -0.88187)
C (-3.27400, 0.63169, 0.75593)
H (2.96010, 1.93259, 0.55843)
H (-2.14420, 1.45729, -1.56537)
O (-1.30710, 1.50659, 1.69673)
C (-2.91770, -4.14321, -2.62287)
N (2.95050, -3.32391, -1.54797)
H (-3.84520, -2.56311, 0.22843)
H (1.45890, 2.34539, 5.65763)
N (3.29430, -2.44361, 0.97853)
S (0.73580, -0.77971, -2.82087)
H (-7.29110, -1.13231, -4.15117)
H (5.89740, -4.81971, -3.53027)
C (-0.20940, 1.59289, 4.50393)
H (0.33510, 1.17649, -4.54007)
O (1.13470, 0.40689, 1.00993)
H (-0.73660, -0.50471, 4.60123)
C (2.61420, 3.80179, 2.54793)
H (-4.00250, 0.71759, -0.04707)
H (1.78290, -3.65951, -3.17897)
H (0.09800, 1.79559, 6.64503)
S (0.78860, -2.37811, 2.49853)
Si (0.33500, 1.50879, 1.75493)
H (5.27780, -3.07421, 0.85533)
C (-1.43760, 1.41949, -0.73767)
H (-1.87510, 0.56989, 5.45003)
C (-2.69710, 3.09949, 0.62363)
C (-3.93950, -3.10741, -0.69937)
H (-1.47640, 2.95879, 3.46573)
H (1.61060, -0.03711, 3.78063)
H (-2.02920, -4.39711, -3.18247)
C (5.07040, -4.39871, -2.97027)
H (-2.83030, -0.36041, 0.74333)
H (2.69090, 2.80009, 2.96053)
N (3.39200, -1.97481, 2.18733)
H (4.08220, 1.90289, -3.99207)
H (-6.20430, -1.83021, -2.92217)
H (-1.64720, 3.04179, 5.23533)
Tl (1.43540, -1.59321, -0.33387)
C (-2.78350, -3.44331, -1.41587)
S (-6.89040, -4.66441, -3.02747)
H (1.18490, 5.04969, -0.34357)
C (5.26000, -3.92821, -1.69357)
H (6.23200, -3.94871, -1.22517)
C (-7.17220, -1.92271, -3.41197)
H (-3.77260, 0.77229, 1.71323)
C (3.79880, -4.32831, -3.53197)
H (-3.25140, 3.26679, 1.54643)
C (-5.18750, -3.46491, -1.16857)
C (-7.33750, -3.26091, -4.07017)
O (-7.83280, -3.45291, -5.16007)
H (3.60730, 4.23799, 2.44433)
C (-5.29740, -4.15111, -2.37047)
C (2.99710, 0.75309, -2.53117)
C (2.80990, 2.94739, 0.20633)
C (-4.16360, -4.49611, -3.09397)
O (0.63810, 1.40229, 3.40193)
C (-1.23630, 0.45959, 4.57513)
N (2.37660, -0.71751, 3.80603)
H (2.02310, 4.41429, 3.22743)
H (1.17050, 0.61979, 5.86863)
H (-6.08030, -3.20461, -0.61357)
C (-1.50360, -3.06861, -0.95157)
C (1.91660, 3.70629, 1.18393)
H (2.59050, 5.66749, 0.54043)
H (2.31240, 2.88459, -0.75617)
C (4.16840, -3.40091, -0.98067)
H (-1.85410, 3.78729, 0.59863)
H (3.60930, -4.69701, -4.52857)
H (-7.94890, -1.81821, -2.65007)
C (1.30800, 1.50669, -4.18747)
H (1.99350, 1.56549, -5.03567)
C (1.65370, 5.12099, 0.63513)
H (-4.27260, -5.03011, -4.02837)
H (-1.83220, 0.49929, 3.67083)
H (-3.35110, 3.28869, -0.22597)
H (4.77180, 1.92739, -2.35497)
H (-0.23270, 3.75849, 4.43053)
C (-2.14820, 1.66099, 0.58933)
H (3.28140, -0.26301, 3.76813)
H (1.20890, 2.50729, -3.76427)
C (2.25760, -1.61691, 2.78533)
C (1.81270, 0.53929, -3.14937)
C (2.78240, -3.76281, -2.77747)
H (3.32270, 2.87499, -2.73317)
C (4.31160, -2.96611, 0.36483)
C (0.68630, 1.58559, 5.75473)
H (0.98840, 5.66549, 1.30213)
C (-0.38400, -2.79621, -0.56827)
O (0.67020, 3.08499, 1.32433)
H (3.77110, 3.44679, 0.09053)
H (-0.95710, 0.44479, -0.71857)
S (3.65360, -0.22311, -1.25867)
C (-0.94390, 2.93499, 4.40953)
C (3.84600, 1.93649, -2.92527)

Kohn-Sham gap in eV: 4.5
Charge: -2
LUMO in Eh: 0.133
Spin multiplicity: 1

Energetically preferred structure: one | next structure: +0.0484 hartree